[1]
Molecular formula: C6H12N
Method: DFT, ωB97M-V with the def2-TZVPD basis set

XYZ file:
```
19
Properties=species:S:1:pos:R:3:forces:R:3
C -0.49410 1.49327 -0.01603 0.28 2.30 -0.74
C 1.95478 0.87049 0.04774 -1.52 -2.92 -1.36
C 0.76438 0.95587 -0.74245 -1.59 0.81 -0.81
C -1.26066 0.43005 0.64791 -2.81 -1.70 0.19
C -1.92141 -0.63285 -0.29342 -0.09 -0.30 1.10
C 1.61435 -1.59378 0.13253 -1.45 -5.53 -2.09
N 1.47208 -0.29919 -0.21745 1.88 6.46 0.24
H -0.20963 2.13457 0.85707 0.45 -0.05 -0.96
H -1.12829 2.21292 -0.70525 1.26 -1.78 1.11
H 2.61497 1.44470 0.61499 1.31 0.35 0.96
H -2.15320 0.93038 1.16719 1.58 -0.82 -0.16
H 0.85198 1.06240 -1.83295 -0.09 -0.04 0.50
H -0.64731 -0.18295 1.36389 -0.45 1.12 -0.26
H -1.32016 -0.93275 -1.14754 0.09 0.34 -0.35
H -2.95110 -0.35306 -0.60853 0.85 -0.27 0.12
H -1.93918 -1.54468 0.33470 -0.66 0.26 -0.48
H 0.55646 -2.01793 0.08839 1.29 0.23 0.79
H 2.06797 -2.26625 -0.76303 -0.46 1.81 2.04
H 2.12807 -1.71120 1.07226 0.11 -0.26 0.16
```
Positions in Å, forces in eV/Å.

As for the spin multiplicity: 1. As for the gap between HOMO and LUMO: 10.250 eV. As for the LUMO energy: -0.18537 Eh. The calculation puts the total energy at -7896.2904 eV. For the energy above the lowest of the compared OMol25 structures with the same formula, charge and spin, the calculation gives 3.7712 eV. As for the SMILES: CCC[C@H]1C=[N+]1C. The calculation puts the highest occupied orbital energy at -0.56206 Eh. Its net charge is +1.

[2]
Molecular formula: C6H12N
Method: DFT, ωB97M-V with the def2-TZVPD basis set

XYZ file:
```
19
Properties=species:S:1:pos:R:3:forces:R:3
C -0.46143 -0.18420 0.03744 -1.39 -1.11 0.29
C 0.55908 0.94869 0.26791 1.14 -2.08 -3.20
C -0.22107 -1.72984 -0.39642 3.48 0.54 -0.58
C 1.80320 0.93791 -0.68895 1.20 0.00 0.54
C -1.47552 -2.54538 -0.22567 0.06 1.52 2.15
C -0.11942 3.04832 1.32115 3.05 1.43 2.79
N 0.35640 1.97942 0.93687 -0.61 -1.86 -0.33
H -1.06313 0.13044 -0.83405 0.13 0.70 0.36
H -1.18106 -0.27134 0.89390 0.69 0.49 -0.61
H 0.51104 -2.18363 0.36721 -0.68 0.73 -1.38
H 2.18364 -0.13086 -0.89401 -1.04 1.69 0.15
H 2.69670 1.46667 -0.19852 -1.45 -0.55 -0.69
H 1.54451 1.51097 -1.65211 0.24 -1.04 1.40
H -1.14694 -3.55822 -0.18799 -0.33 -0.89 -0.21
H -2.25627 -2.34236 -0.92330 -0.46 -0.07 -0.61
H -1.83570 -2.24975 0.80883 -0.04 -0.76 -1.07
H 0.39970 3.38908 2.33628 -2.08 -0.17 -1.94
H -0.54260 3.64855 0.54656 -0.89 0.80 0.09
H 0.24886 -1.86446 -1.51512 -1.05 0.62 2.84
```
Positions in Å, forces in eV/Å.

As for the spin multiplicity: 1. As for the gap between HOMO and LUMO: 10.527 eV. As for the LUMO energy: -0.17064 Eh. The calculation puts the total energy at -7897.3253 eV. For the energy above the lowest of the compared OMol25 structures with the same formula, charge and spin, the calculation gives 2.7363 eV. As for the SMILES: C=[N+]=C(C)CCC. The calculation puts the highest occupied orbital energy at -0.55751 Eh. Its net charge is +1.

[3]
Molecular formula: C6H12N
Method: DFT, ωB97M-V with the def2-TZVPD basis set

XYZ file:
```
19
Properties=species:S:1:pos:R:3:forces:R:3
C 0.65055 -1.80679 0.55929 -0.75 -1.85 -0.09
C 0.00791 -0.80148 1.21249 -1.85 -1.81 1.08
C 1.22240 -1.25891 -0.71408 2.60 -1.61 1.21
C 0.16831 0.39868 0.55333 -0.06 1.42 -0.01
C -0.07707 1.79127 1.04166 -1.37 -1.41 -3.61
C -1.99470 0.25976 -1.05040 -0.58 -1.10 1.32
N 1.26581 0.27220 -0.49475 -4.87 -1.68 -3.75
H 0.50434 -2.95874 0.66725 0.44 2.47 0.02
H -0.81459 -1.00761 1.99711 1.83 0.73 -1.09
H 2.24589 -1.78633 -0.80213 -1.32 1.52 -0.66
H 0.54130 -1.54452 -1.50140 0.01 0.44 -0.66
H -1.07660 1.83251 1.43102 -0.57 0.24 0.07
H -0.01047 2.36225 0.06618 0.11 0.47 1.78
H 0.56688 1.95672 1.82615 1.83 1.27 1.48
H -1.58407 1.20701 -1.10135 0.75 1.64 -0.99
H -2.67279 0.20561 -0.20780 -0.07 -0.44 -0.11
H -2.03252 -0.50032 -1.81199 0.18 0.16 -0.16
H 2.11844 0.59579 -0.18278 2.60 0.95 0.83
H 0.97100 0.78288 -1.48779 1.08 -1.42 3.37
```
Positions in Å, forces in eV/Å.

As for the spin multiplicity: 1. As for the gap between HOMO and LUMO (alpha / beta): 8.016 / 8.416 eV. As for the LUMO energy (alpha / beta): -0.16631 / -0.13943 Eh. The calculation puts the total energy at -7895.0633 eV. For the energy above the lowest of the compared OMol25 structures with the same formula, charge and spin, the calculation gives 4.9982 eV. The calculation puts the highest occupied orbital energy (alpha / beta) at -0.46091 / -0.44872 Eh. Its net charge is +1.

[4]
Molecular formula: C6H12N
Method: DFT, ωB97M-V with the def2-TZVPD basis set

XYZ file:
```
19
Properties=species:S:1:pos:R:3:forces:R:3
C -1.64271 0.30469 1.55283 0.94 3.83 1.51
C -2.63451 -0.04276 0.82083 -1.89 -1.89 -1.84
C 0.85496 0.95265 -1.11181 -1.02 1.94 -2.34
C 1.60034 0.42924 -0.06743 2.14 -1.13 0.68
C -3.50792 -0.58050 0.01758 0.00 0.19 1.64
C 2.80033 -0.40516 -0.27613 0.43 -2.03 0.29
N 0.30685 -0.22680 -0.39355 -0.93 -0.92 0.25
H -1.15370 -0.33113 2.25930 0.31 -0.50 0.18
H -1.48433 1.44697 1.67078 -0.06 -1.94 0.01
H 0.39964 1.95743 -1.11854 -0.22 -0.94 0.33
H 1.27096 0.64499 -2.04465 -0.25 0.17 -0.93
H 1.82297 0.89632 0.81832 -1.13 1.53 2.33
H -4.46900 -0.94294 0.32791 -0.48 0.47 0.49
H -0.68021 -0.19395 0.27984 2.19 0.28 -1.40
H -3.31707 -0.84290 -0.97138 0.79 -0.20 -1.61
H 2.89361 -0.94043 0.68900 0.20 -0.30 -0.65
H 3.77381 0.08329 -0.38981 -0.53 0.38 -0.31
H 2.62132 -1.13840 -1.08978 0.49 0.31 0.31
H 0.54467 -1.07061 -0.97331 -0.97 0.75 1.06
```
Positions in Å, forces in eV/Å.

As for the spin multiplicity: 1. As for the gap between HOMO and LUMO: 11.184 eV. As for the LUMO energy: -0.10460 Eh. The calculation puts the total energy at -7896.0549 eV. For the energy above the lowest of the compared OMol25 structures with the same formula, charge and spin, the calculation gives 4.0067 eV. The calculation puts the highest occupied orbital energy at -0.51561 Eh. Its net charge is +1.

Repeat the third record exactly.
Molecular formula: C6H12N
Method: DFT, ωB97M-V with the def2-TZVPD basis set

XYZ file:
```
19
Properties=species:S:1:pos:R:3:forces:R:3
C 0.65055 -1.80679 0.55929 -0.75 -1.85 -0.09
C 0.00791 -0.80148 1.21249 -1.85 -1.81 1.08
C 1.22240 -1.25891 -0.71408 2.60 -1.61 1.21
C 0.16831 0.39868 0.55333 -0.06 1.42 -0.01
C -0.07707 1.79127 1.04166 -1.37 -1.41 -3.61
C -1.99470 0.25976 -1.05040 -0.58 -1.10 1.32
N 1.26581 0.27220 -0.49475 -4.87 -1.68 -3.75
H 0.50434 -2.95874 0.66725 0.44 2.47 0.02
H -0.81459 -1.00761 1.99711 1.83 0.73 -1.09
H 2.24589 -1.78633 -0.80213 -1.32 1.52 -0.66
H 0.54130 -1.54452 -1.50140 0.01 0.44 -0.66
H -1.07660 1.83251 1.43102 -0.57 0.24 0.07
H -0.01047 2.36225 0.06618 0.11 0.47 1.78
H 0.56688 1.95672 1.82615 1.83 1.27 1.48
H -1.58407 1.20701 -1.10135 0.75 1.64 -0.99
H -2.67279 0.20561 -0.20780 -0.07 -0.44 -0.11
H -2.03252 -0.50032 -1.81199 0.18 0.16 -0.16
H 2.11844 0.59579 -0.18278 2.60 0.95 0.83
H 0.97100 0.78288 -1.48779 1.08 -1.42 3.37
```
Positions in Å, forces in eV/Å.

As for the spin multiplicity: 1. As for the gap between HOMO and LUMO (alpha / beta): 8.016 / 8.416 eV. As for the LUMO energy (alpha / beta): -0.16631 / -0.13943 Eh. The calculation puts the total energy at -7895.0633 eV. For the energy above the lowest of the compared OMol25 structures with the same formula, charge and spin, the calculation gives 4.9982 eV. The calculation puts the highest occupied orbital energy (alpha / beta) at -0.46091 / -0.44872 Eh. Its net charge is +1.